Record 1
133
Properties=species:S:1:pos:R:3 method="wB97M-V/def2-TZVPD" lumo_ev=0.600 homo_ev=-9.0789 total_charge=0 homo_lumo_gap_ev=9.7 smiles="COP(=O)(OC)OC.COP(=O)(OC)OC.COP(=O)(OC)OC.COP(=O)(OC)OC.C1CCOC1.C1CCOC1.C1CCOC1.C1CCOC1.C1CCOC1"
C 1.49820 5.64198 3.52514
O 0.22715 5.06372 3.36980
P -0.09286 3.88372 2.36540
O -1.42765 3.34759 2.57532
O 1.09134 2.86830 2.51063
C 1.01647 2.03748 3.67622
O 0.28938 4.40888 0.95260
C -0.61948 5.34118 0.27841
H 1.42105 6.64735 4.05154
H 2.03795 5.78319 2.57575
H 2.08694 4.98930 4.13711
H 0.87790 2.64810 4.52726
H 2.04091 1.59517 3.74491
H 0.20084 1.32792 3.62698
H -0.31479 6.38305 0.54701
H -1.69373 5.12662 0.44381
H -0.39045 5.07354 -0.73358
C -3.73413 1.16130 3.26301
O -3.42058 -0.23751 3.21033
P -2.49394 -1.00772 4.22111
O -1.18593 -0.40905 4.46118
O -2.38326 -2.41158 3.53276
C -3.67374 -3.06295 3.31753
O -3.44902 -1.08385 5.51882
C -2.80321 -1.76809 6.64722
H -2.91332 1.83981 3.46667
H -4.48251 1.29795 3.99816
H -4.16248 1.38174 2.25754
H -3.37789 -3.96900 2.78587
H -4.29356 -2.43439 2.71871
H -4.23485 -3.24013 4.27791
H -2.21164 -1.06819 7.27162
H -2.13211 -2.62949 6.43790
H -3.60364 -2.10237 7.34885
C 1.97693 -1.05261 5.74460
O 2.84537 -1.92733 5.07808
P 3.42811 -1.50559 3.64979
O 4.42667 -2.54495 3.25140
O 2.21503 -1.46051 2.59618
C 1.42914 -2.66491 2.30596
O 3.81856 0.01607 3.67810
C 4.66085 0.65212 2.76860
H 2.49391 -0.20464 6.29180
H 1.47399 -1.64690 6.47718
H 1.22203 -0.68665 5.08956
H 2.14330 -3.33353 1.72660
H 0.56576 -2.33024 1.68706
H 1.07601 -3.07795 3.21834
H 4.59115 0.24620 1.74899
H 5.69040 0.72428 3.15653
H 4.28036 1.69767 2.72735
C 6.71004 0.26321 -3.82103
O 6.14462 -0.98596 -3.27307
P 5.33423 -1.01238 -1.98679
O 5.46652 0.15296 -1.06693
O 3.86040 -1.22150 -2.57843
C 3.76265 -2.26843 -3.59063
O 5.82989 -2.36693 -1.44101
C 5.45795 -2.90386 -0.16283
H 7.64201 0.02149 -4.50328
H 7.04624 0.83847 -2.98229
H 5.89612 0.76292 -4.41095
H 4.51258 -3.04346 -3.40638
H 3.83616 -1.76635 -4.57946
H 2.72268 -2.62696 -3.57473
H 4.40144 -3.26722 -0.22876
H 5.52160 -2.16545 0.72313
H 6.21599 -3.62403 0.00691
C -3.54333 2.18905 -1.24605
C -5.00347 2.58009 -1.25815
C -4.89965 4.03780 -0.67175
O -3.61526 4.50665 -1.02475
C -2.88182 3.46197 -1.71649
H -3.53369 1.30523 -1.92033
H -3.19628 1.83960 -0.27667
H -5.74808 1.90897 -0.81496
H -5.39860 2.69495 -2.28042
H -4.87524 3.97056 0.44560
H -5.70797 4.71193 -0.97752
H -1.77653 3.62133 -1.44255
H -3.00394 3.60053 -2.79695
C -0.79297 -4.09396 -5.40061
C -0.08132 -3.28805 -6.46693
C -0.37326 -1.89247 -5.98989
O -0.45934 -1.94747 -4.56755
C -0.41966 -3.33919 -4.14431
H -0.75110 -5.19669 -5.30217
H -1.87144 -3.95009 -5.42512
H -0.25484 -3.39013 -7.51144
H 0.95101 -3.47255 -6.25774
H -1.31726 -1.46230 -6.45807
H 0.43588 -1.21896 -6.16161
H -1.09178 -3.36117 -3.31815
H 0.54067 -3.67240 -3.80244
C -5.59417 -2.35984 -1.87570
C -5.65072 -2.03765 -3.40907
C -4.49589 -2.94937 -3.94825
O -3.53089 -2.74198 -2.97841
C -4.19994 -3.00418 -1.72491
H -6.38348 -3.02462 -1.53910
H -5.66969 -1.45903 -1.29869
H -5.31026 -1.00863 -3.58691
H -6.58579 -2.32585 -3.80006
H -4.22201 -2.62137 -4.92109
H -4.85562 -3.99001 -4.07224
H -3.59442 -2.45161 -1.01415
H -4.26494 -4.08669 -1.58293
C 2.02003 2.92336 -1.30853
C 2.81105 1.91130 -0.31390
C 4.01911 2.73911 -0.00043
O 4.27918 3.63085 -1.13023
C 2.98152 4.12407 -1.47484
H 1.03882 3.19329 -0.87548
H 1.80271 2.40166 -2.19906
H 3.16677 1.05378 -0.83868
H 2.23463 1.71268 0.58126
H 4.95546 2.17947 0.02961
H 3.86288 3.38311 0.88336
H 2.96004 4.46692 -2.53929
H 2.68398 4.93975 -0.74670
C -0.30523 0.01696 0.02278
C 0.11476 -0.93940 -1.14005
C -0.73579 -2.22848 -0.95484
O -1.23337 -2.18061 0.38504
C -1.38668 -0.76149 0.72157
H -0.63149 0.96619 -0.41902
H 0.51363 0.22176 0.68223
H 1.16984 -1.03377 -1.25324
H -0.20894 -0.51676 -2.09176
H -0.14758 -3.13095 -1.09956
H -1.56412 -2.21152 -1.66633
H -1.40785 -0.67351 1.81354
H -2.35835 -0.38083 0.24203

---

Record 2
145
Properties=species:S:1:pos:R:3 method="wB97M-V/def2-TZVPD" lumo_ev=1.679 homo_ev=-1.7310 total_charge=-1 homo_lumo_gap_ev=3.4 e_above_lowest_ev=7.377
C -2.13337 7.27987 -0.31004
C -2.68059 6.71983 0.97683
C -4.01088 5.70596 1.00288
O -4.92211 5.98291 1.93832
O -4.08469 4.65247 -0.01914
C -4.78787 3.45177 0.45360
C -3.83903 2.35955 1.24065
C -3.36007 2.81969 2.73938
C -3.82354 1.72476 3.91563
C -2.54170 0.92144 4.57947
C -2.31007 -0.59273 3.95149
N -1.94944 -0.49670 2.48392
C -0.66131 -1.21910 2.15839
C 0.65851 -0.25362 2.00942
N 1.09670 -0.13846 0.54816
N 1.75942 -0.86879 2.85257
N 0.39458 1.17767 2.49152
H -2.75240 7.15128 -1.32061
H -1.12642 7.87378 -0.37253
H -2.13376 7.08570 1.96440
H -5.17738 2.89021 -0.52568
H -5.73971 3.65134 1.10375
H -4.52235 1.39282 1.39378
H -2.94605 1.99842 0.55086
H -2.16727 2.79377 2.72940
H -3.77445 3.85984 3.09178
H -4.67770 1.00114 3.54228
H -4.30848 2.35089 4.80761
H -2.70491 0.81451 5.75715
H -1.53912 1.52166 4.39081
H -3.29150 -1.22378 4.15158
H -1.45210 -1.08528 4.61877
H -0.82208 -1.73012 1.09439
H -0.44056 -2.10651 2.91360
H 1.43187 -1.08494 0.23775
H 0.28986 0.20090 -0.02735
H 2.56853 -0.20303 2.76942
H 1.43255 -0.83855 3.85902
H 0.74678 1.26505 3.47834
H 1.04269 1.80305 1.92682
O 2.39143 -2.49131 -1.44850
S 2.47191 -3.92934 -1.31061
O 3.25030 -4.55955 -0.26596
O 2.89802 -4.57726 -2.74397
C 4.07501 -4.10415 -3.38195
C 5.32293 -4.68941 -2.74790
C 0.82260 -4.58525 -1.25218
H 4.10601 -3.00938 -3.38089
H 4.02248 -4.42431 -4.42827
H 5.45917 -4.31362 -1.72940
H 6.21195 -4.42515 -3.32721
H 5.25060 -5.77976 -2.68297
H 0.24126 -4.15420 -2.06922
H 0.38310 -4.30798 -0.29169
H 0.87106 -5.67231 -1.33922
O 3.73287 -10.42987 -4.06910
S 2.69371 -10.38524 -3.06332
O 1.44995 -9.67579 -3.27328
O 3.34273 -9.89681 -1.65048
C 4.07161 -8.67861 -1.62120
C 3.14441 -7.47778 -1.60889
C 2.31268 -12.04797 -2.56937
H 4.77713 -8.62607 -2.45724
H 4.66351 -8.68204 -0.69941
H 2.60521 -7.38819 -2.55671
H 3.70888 -6.55431 -1.45277
H 2.39372 -7.57498 -0.81810
H 3.24400 -12.57665 -2.35853
H 1.78449 -12.53208 -3.39353
H 1.67335 -12.01647 -1.68513
O -1.77583 -3.44199 -3.42150
S -1.79348 -3.38686 -4.86720
O -0.92498 -2.50228 -5.61391
O -3.32697 -3.16306 -5.37143
C -4.05972 -2.06211 -4.85457
C -3.65190 -0.76212 -5.52208
C -1.59049 -5.03424 -5.49869
H -3.95343 -1.99928 -3.76634
H -5.11742 -2.25482 -5.06473
H -2.62680 -0.48825 -5.25508
H -4.31080 0.05453 -5.21426
H -3.68734 -0.85753 -6.61201
H -2.27944 -5.70067 -4.97663
H -0.55889 -5.34147 -5.31435
H -1.79101 -5.02884 -6.57172
O 4.89805 0.60008 -5.15227
S 5.76877 0.91305 -4.03992
O 6.37850 -0.11718 -3.22678
O 5.01730 1.97670 -3.06019
C 3.72713 1.65151 -2.56435
C 3.80677 0.65698 -1.42136
C 7.04787 2.00401 -4.61225
H 3.08243 1.28063 -3.36827
H 3.28155 2.58245 -2.19711
H 4.15898 -0.31757 -1.77255
H 2.82457 0.51569 -0.96189
H 4.51207 0.99925 -0.65734
H 6.59212 2.81431 -5.18410
H 7.72238 1.42809 -5.24938
H 7.59244 2.39348 -3.75006
O -0.89520 0.72838 -9.79276
S -1.19474 1.40601 -8.54997
O -2.53597 1.82863 -8.20813
O -0.18698 2.67558 -8.38104
C -0.11610 3.63246 -9.42770
C -1.30522 4.57429 -9.39947
C -0.55513 0.43491 -7.20768
H -0.02401 3.13940 -10.40130
H 0.80104 4.21067 -9.27097
H -2.23068 4.04593 -9.64744
H -1.17473 5.38446 -10.12224
H -1.43625 5.00437 -8.40138
H 0.47523 0.15442 -7.43348
H -1.17527 -0.45893 -7.11251
H -0.60690 1.02316 -6.28959
O 1.42418 6.32882 3.36319
S 0.38502 6.37345 4.36897
O -0.85875 7.08290 4.15901
O 1.03404 6.86188 5.78181
C 1.76292 8.08009 5.81109
C 0.83571 9.28091 5.82341
C 0.00399 4.71072 4.86292
H 2.46844 8.13262 4.97505
H 2.35482 8.07666 6.73288
H 0.29652 9.37050 4.87558
H 1.40019 10.20438 5.97952
H 0.08503 9.18371 6.61419
H 0.93531 4.18204 5.07376
H -0.52420 4.22661 4.03876
H -0.63534 4.74222 5.74716
O -2.49942 -0.19879 8.62332
S -3.53857 -0.15415 9.62910
O -4.78234 0.55529 9.41914
O -2.88956 0.33427 11.04194
C -2.16067 1.55248 11.07122
C -3.08788 2.75331 11.08353
C -3.91961 -1.81689 10.12305
H -1.45515 1.60501 10.23518
H -1.56877 1.54905 11.99301
H -3.62708 2.84289 10.13571
H -2.52340 3.67678 11.23965
H -3.83856 2.65610 11.87432
H -2.98828 -2.34557 10.33389
H -4.44779 -2.30100 9.29889
H -4.55894 -1.78539 11.00728

---

Record 3
138
Properties=species:S:1:pos:R:3 method="wB97M-V/def2-TZVPD" lumo_ev="-0.495 / -6.429" homo_ev="-8.6854 / -8.6854" total_charge=0 homo_lumo_gap_ev="8.2 / 2.3" spin_multiplicity=2
O -0.92904 -1.54418 -0.20390
C -0.30612 -0.53896 -0.43657
O -0.37982 0.61752 0.22727
B 0.42520 1.63555 -0.56584
O 0.81506 0.96936 -1.82518
C 0.51124 -0.25659 -1.75156
O 1.00491 -1.11571 -2.52364
O 1.69953 2.04299 0.20655
C 1.53211 3.32501 0.57989
O 2.26811 4.01108 1.29713
C 0.38615 3.91651 -0.25473
O -0.27414 2.88000 -0.82801
O -0.07037 5.05044 -0.13904
C -2.67481 -2.88623 1.92253
C -2.16535 -4.29609 2.43943
C -0.76978 -4.66574 2.00192
O -0.39242 -5.95838 2.59293
C 1.00536 -6.25063 2.25380
N -2.21520 -4.18838 3.91345
H -2.56898 -2.96723 0.84070
H -2.03485 -2.12702 2.37215
H -3.71649 -2.79359 2.22980
H -2.86129 -5.08825 2.16332
H -0.25274 -3.75695 2.30991
H -0.68820 -4.81878 0.92580
H 1.30938 -7.29710 2.22957
H 1.70403 -5.84908 2.98778
H 1.33734 -5.94406 1.26188
H -1.63126 -3.39736 4.14453
H -1.62512 -4.88004 4.35337
C 2.62690 5.95932 -2.99231
C 2.28565 4.93705 -4.07153
C 1.04758 4.09965 -3.70079
O 0.35543 3.44820 -4.76998
C 1.02606 2.20992 -5.03979
N 2.17401 5.65714 -5.27510
H 3.52855 6.52194 -3.23433
H 2.69415 5.55489 -1.98234
H 1.85752 6.73099 -3.01822
H 2.98590 4.10199 -4.09248
H 0.26961 4.78678 -3.36805
H 1.27641 3.39038 -2.90539
H 0.59517 1.42587 -4.41714
H 2.07463 2.17157 -4.74464
H 0.91533 1.79004 -6.03956
H 2.05655 4.98749 -6.02202
H 1.23906 6.03096 -5.35400
C 4.17813 3.71163 4.35951
C 4.88266 2.60590 3.56345
C 4.29028 1.16923 3.80653
O 3.05110 1.20502 3.10552
C 2.37496 -0.00665 3.15553
N 4.86777 3.05158 2.16152
H 3.11917 3.72515 4.10166
H 4.78538 4.58825 4.13398
H 4.28795 3.44926 5.41175
H 5.93312 2.54915 3.84874
H 4.19732 0.82435 4.83635
H 4.91440 0.52048 3.19195
H 2.30657 -0.37777 4.17811
H 2.85061 -0.79165 2.56763
H 1.35194 0.12737 2.80402
H 3.94546 3.34813 1.87606
H 5.33768 3.93319 2.30996
C 3.12195 -3.98373 -3.56048
C 3.10454 -4.63839 -2.24992
C 2.86519 -3.71993 -1.06657
O 2.86422 -4.35564 0.22015
C 2.56367 -3.50688 1.28616
N 2.05638 -5.65504 -2.30603
H 3.81283 -4.44983 -4.26301
H 3.53388 -2.97459 -3.55515
H 2.18255 -4.08489 -4.10400
H 4.09196 -5.05527 -2.05164
H 2.03856 -3.01508 -1.15589
H 3.66438 -2.99010 -0.93723
H 2.75537 -3.99333 2.24257
H 1.49524 -3.30265 1.35596
H 2.98475 -2.50372 1.21948
H 1.22342 -5.10022 -2.44192
H 2.06713 -6.02229 -1.36523
C -3.60836 0.83925 0.45858
C -4.63379 0.02672 1.23266
C -5.57615 0.83424 2.12608
O -6.05145 -0.11055 3.14393
C -6.84288 0.65761 4.17839
N -5.46515 -0.86276 0.41627
H -3.03032 0.33922 -0.31855
H -2.94539 1.28376 1.20086
H -4.13538 1.53021 -0.19940
H -3.99015 -0.52460 1.91814
H -6.34628 1.28965 1.50350
H -4.91565 1.61525 2.50276
H -6.06439 1.14829 4.76257
H -7.43683 0.03177 4.84446
H -7.52288 1.42270 3.80377
H -5.96137 -1.43992 1.08016
H -4.92674 -1.54151 -0.10287
C -2.12939 4.99622 4.99798
C -1.34121 4.69900 3.76578
C -2.02781 3.46759 2.97089
O -2.41518 2.34921 3.74155
C -1.56113 1.22457 3.91677
N -1.22171 5.88949 2.92431
H -3.04364 5.40419 4.56692
H -1.82249 5.68629 5.78393
H -2.34522 4.14768 5.64722
H -0.38910 4.42572 4.22066
H -1.37776 3.15782 2.15262
H -2.93410 3.86430 2.51332
H -0.63513 1.73202 4.18716
H -1.50102 0.68633 2.97085
H -1.85606 0.43344 4.60613
H -0.90485 5.67730 1.98907
H -0.51098 6.50031 3.30097
C -1.03751 -4.34052 -6.17883
C -1.15253 -2.77732 -6.35695
C -0.95565 -2.04372 -5.01306
O -1.87677 -2.54534 -4.00389
C -2.88766 -1.64554 -3.70002
N -0.21348 -2.27312 -7.33488
H -1.67629 -4.63262 -5.34532
H -0.06142 -4.77685 -5.96678
H -1.44666 -4.90454 -7.01703
H -2.09664 -2.46113 -6.80057
H -0.89155 -0.97175 -5.19980
H 0.04162 -2.27981 -4.64183
H -2.55185 -0.62356 -3.52424
H -3.36302 -1.93355 -2.76237
H -3.67154 -1.60201 -4.45615
H 0.67126 -2.75518 -7.26461
H 0.02521 -1.33262 -7.05456
O 3.90212 0.08250 0.24928
H 3.00471 0.41417 0.27899
H 4.39367 0.66829 0.82500
O -0.44839 -3.73393 -2.05216
H -0.65063 -2.99366 -2.62429
H -0.13852 -3.33225 -1.24045